#1
Below is 2 unconnected molecules or ions with the total composition C5H8NO3, with properties calculated with ωB97M-V/def2-TZVPD.

```
17
Properties=species:S:1:pos:R:3:mulliken_charge:R:1
C -0.01 1.39 -1.00 0.16
C 0.16 0.32 -0.08 0.95
C 0.77 2.59 -1.13 -1.05
C -0.76 -2.54 1.41 -0.99
C 0.43 -1.58 1.61 -0.14
N -1.50 1.95 -2.23 0.26
O 0.81 0.02 -1.21 -0.34
O -1.77 1.34 -3.12 -0.06
O -0.06 -0.28 1.02 -0.32
H 1.81 2.37 -1.35 0.32
H 0.74 2.92 -0.06 0.30
H 0.39 3.39 -1.86 0.36
H -0.62 -3.19 0.54 0.33
H -0.71 -3.33 2.29 0.31
H -1.68 -2.00 1.19 0.31
H 1.42 -1.99 1.34 0.35
H 0.56 -1.38 2.62 0.27
```

Values from the calculation:
Charge ... +1
LUMO level ... -0.188 Eh
HOMO-LUMO gap ... 8.54 eV

#2
Below is a gas-phase ion, C5H8NO3 (charge +1), with properties calculated with ωB97M-V/def2-TZVPD.

```
17
Properties=species:S:1:pos:R:3:mulliken_charge:R:1
C 0.98 0.50 1.84 -0.79
O 0.28 -0.45 1.02 -0.24
C -0.15 -0.20 -0.15 1.23
N -0.27 1.03 -0.64 -0.34
C -0.49 -1.40 -0.87 -0.10
C -0.47 -2.70 -0.21 -0.07
O -1.13 -3.62 -0.52 -0.40
C -0.70 -1.51 -2.23 -0.18
O -0.61 -0.62 -3.20 -0.45
H 1.61 0.01 2.49 0.30
H 0.27 1.12 2.42 0.37
H 1.41 1.37 1.21 0.31
H 0.06 1.88 -0.24 0.16
H -0.77 1.16 -1.41 0.16
H 0.17 -2.62 0.80 0.24
H -0.93 -2.48 -2.55 0.52
H -0.44 0.36 -2.97 0.29
```

Values from the calculation:
Charge ... +1
LUMO level ... -0.174 Eh
SMILES ... COC(=[NH2+])/C(C=O)=C\O
HOMO-LUMO gap ... 9.09 eV

So which one wins? Going from most stable to least: #2, #1.

#1
Below is a single C18H20N4O4 molecule, with properties calculated with ωB97M-V/def2-TZVPD.

```
46
Properties=species:S:1:pos:R:3:mulliken_charge:R:1
C 2.78 1.21 3.47 -1.21
C 1.73 0.63 2.47 -0.27
C 2.12 0.93 1.03 0.50
O 3.13 1.55 0.74 -0.60
N 1.31 0.44 -0.01 0.57
N 0.21 -0.41 0.12 -0.64
C -0.13 -0.82 -1.07 -0.21
C -1.27 -1.76 -1.24 0.73
C -2.44 -1.23 -0.43 0.03
O -3.01 -0.23 -0.86 -0.66
N -2.82 -1.85 0.74 0.02
C -4.08 -1.47 1.44 -1.06
C -2.05 -2.85 1.30 0.46
O -2.42 -3.32 2.34 -0.61
N -1.07 -3.51 0.61 0.07
C -0.47 -4.76 1.13 -0.97
C -0.82 -3.11 -0.68 0.18
O -0.18 -3.81 -1.46 -0.65
C 0.79 -0.32 -2.14 -0.61
C 1.55 0.76 -1.42 -0.37
C 1.09 2.15 -1.69 0.12
C 2.06 3.14 -1.89 -0.25
C 1.68 4.47 -2.13 -0.68
C 0.32 4.84 -2.19 -0.41
C -0.65 3.87 -1.95 -0.96
C -0.24 2.54 -1.67 0.10
H 2.67 2.31 3.55 0.28
H 2.63 0.77 4.46 0.38
H 3.78 0.96 3.17 0.32
H 1.56 -0.44 2.60 0.32
H 0.79 1.12 2.72 0.28
H -1.51 -1.83 -2.29 0.57
H -4.64 -2.32 1.77 0.36
H -3.89 -0.80 2.30 0.31
H -4.77 -0.95 0.77 0.38
H 0.27 -5.20 0.47 0.37
H 0.07 -4.54 2.07 0.31
H -1.28 -5.48 1.39 0.30
H 1.45 -1.13 -2.49 0.31
H 0.22 0.03 -2.99 0.36
H 2.61 0.65 -1.65 0.63
H 3.13 2.82 -1.88 0.28
H 2.43 5.21 -2.36 0.37
H 0.08 5.84 -2.47 0.43
H -1.69 4.09 -2.13 0.40
H -1.02 1.81 -1.57 0.38
```

Values from the calculation:
LUMO level ... 0.017 Eh
SMILES ... CCC(=O)N1N=C(C2C(=O)N(C)C(=O)N(C)C2=O)C[C@H]1c1ccccc1
HOMO-LUMO gap ... 9.28 eV

#2
Below is a single C18H20N4O4 molecule, with properties calculated with ωB97M-V/def2-TZVPD.

```
46
Properties=species:S:1:pos:R:3:mulliken_charge:R:1
C 3.72 3.81 1.39 -0.86
O 2.72 3.41 0.48 -0.45
C 2.57 2.08 0.23 0.93
C 1.59 1.74 -0.70 -1.15
C 1.34 0.42 -1.02 0.12
C 2.07 -0.61 -0.42 0.15
N 1.90 -1.98 -0.71 0.05
C 1.17 -2.39 -1.90 -0.73
C -0.25 -2.88 -1.54 -1.02
N -0.73 -2.21 -0.36 0.22
C -1.63 -1.20 -0.39 1.71
C -1.94 -0.51 -1.59 -0.42
C -2.68 0.64 -1.59 -1.36
C -3.18 1.19 -0.40 0.57
C -3.94 2.47 -0.48 0.37
N -4.06 3.16 0.67 -0.35
O -4.43 2.86 -1.52 -0.64
C -3.00 0.48 0.77 -0.94
C -2.28 -0.72 0.77 -0.31
N -2.38 -1.49 1.97 1.08
O -2.36 -2.71 1.88 -0.60
O -2.56 -0.89 3.02 -0.67
C 0.05 -2.52 0.82 -0.80
C 1.52 -2.81 0.41 -1.29
C 3.06 -0.26 0.49 -0.80
C 3.30 1.06 0.83 -0.44
H 3.53 3.41 2.39 0.34
H 3.67 4.90 1.43 0.24
H 4.71 3.51 1.06 0.34
H 1.02 2.53 -1.16 0.45
H 0.56 0.22 -1.73 0.35
H 1.15 -1.57 -2.61 0.44
H 1.73 -3.21 -2.36 0.37
H -0.22 -3.95 -1.31 0.42
H -0.94 -2.75 -2.37 0.42
H -1.55 -0.86 -2.53 0.21
H -2.89 1.16 -2.51 0.45
H -3.59 2.89 1.52 0.17
H -4.55 4.04 0.65 0.23
H -3.45 0.77 1.70 0.50
H -0.37 -3.37 1.36 0.47
H 0.05 -1.65 1.48 0.54
H 2.16 -2.62 1.26 0.43
H 1.64 -3.85 0.11 0.41
H 3.65 -1.03 0.95 0.46
H 4.08 1.28 1.54 0.40
```

Values from the calculation:
LUMO level ... -0.010 Eh
SMILES ... COc1ccc(N2CCN(c3ccc(C(N)=O)cc3[N+](=O)[O-])CC2)cc1
HOMO-LUMO gap ... 7.43 eV

So which one wins? Going from most stable to least: #1, #2.